--- one ---
Below is a 13-piece molecular cluster, C69H159N5O13 overall, with properties calculated with ωB97M-V with the def2-TZVPD basis set.

Atoms and positions in Å:
C 1.476 -2.079 5.241
C 0.709 -3.291 4.784
C 0.601 -3.483 3.294
O 1.365 -4.362 5.380
H 1.592 -2.024 6.324
H 1.060 -1.138 4.881
H 2.475 -2.143 4.808
H -0.339 -3.191 5.067
H 1.473 -3.753 2.700
H 0.230 -2.605 2.766
H -0.125 -4.286 3.167
H 2.282 -4.303 5.102
C 4.866 0.223 -5.292
C 4.748 0.350 -3.780
C 3.597 -0.481 -3.094
O 5.937 -0.081 -3.223
H 4.040 0.749 -5.771
H 4.959 -0.800 -5.657
H 5.769 0.654 -5.726
H 4.613 1.408 -3.555
H 3.697 -1.565 -3.149
H 2.643 -0.187 -3.531
H 3.462 -0.333 -2.023
H 6.549 0.658 -3.248
C 4.888 -4.137 -1.125
C 5.957 -3.094 -1.014
C 7.190 -3.276 -1.889
O 5.453 -1.789 -1.029
H 4.620 -4.120 -2.181
H 4.056 -3.811 -0.500
H 5.215 -5.143 -0.860
H 6.319 -3.115 0.014
H 7.655 -4.254 -1.768
H 7.939 -2.529 -1.625
H 6.997 -3.109 -2.949
H 5.854 -1.255 -1.719
C 4.360 5.203 -3.928
C 4.450 5.173 -2.400
C 3.571 4.072 -1.789
O 5.767 4.877 -1.963
H 3.403 5.519 -4.344
H 4.656 4.238 -4.338
H 5.020 5.918 -4.419
H 4.004 6.074 -1.978
H 2.604 4.123 -2.290
H 3.441 4.005 -0.709
H 4.010 3.122 -2.096
H 5.842 5.153 -1.047
C -0.071 -4.185 -4.019
C -1.369 -3.765 -4.710
C -1.292 -2.636 -5.654
O -1.675 -5.010 -5.406
H -0.037 -5.193 -3.604
H 0.229 -3.504 -3.223
H 0.820 -4.268 -4.643
H -2.202 -3.674 -4.013
H -0.550 -2.778 -6.439
H -0.917 -1.792 -5.075
H -2.277 -2.395 -6.055
H -1.970 -5.698 -4.805
C 2.436 -6.786 -1.905
C 1.753 -7.017 -0.564
C 0.739 -5.944 -0.322
O 1.057 -8.176 -0.678
H 2.931 -5.820 -1.807
H 1.685 -6.639 -2.682
H 3.028 -7.662 -2.170
H 2.469 -7.165 0.244
H 1.185 -4.985 -0.058
H 0.310 -6.296 0.616
H -0.076 -5.862 -1.041
H 0.840 -8.363 0.238
C 0.497 -1.240 -0.568
C 0.585 0.209 -0.093
C 0.916 1.273 -1.153
O -0.666 0.605 0.465
H 1.527 -1.565 -0.717
H -0.098 -1.487 -1.447
H 0.136 -1.827 0.276
H 1.277 0.233 0.749
H 0.345 1.297 -2.081
H 1.955 1.213 -1.475
H 0.866 2.276 -0.729
H -1.271 -0.060 0.129
C 0.543 3.660 -4.508
C -0.447 3.140 -5.497
C -0.421 1.629 -5.564
O -1.828 3.479 -5.132
H 0.291 3.499 -3.459
H 0.789 4.713 -4.637
H 1.457 3.090 -4.672
H -0.131 3.581 -6.442
H 0.465 1.245 -6.070
H -1.275 1.256 -6.129
H -0.545 1.264 -4.545
H -2.496 3.463 -5.821
C -4.485 1.289 0.676
C -5.000 -0.062 0.108
C -6.507 0.142 -0.212
C -6.829 0.901 -1.472
C -6.161 0.143 -2.626
C -4.692 -0.145 -2.451
N -4.331 -0.553 -1.080
O -2.979 -0.782 -0.838
C -4.337 -1.332 -3.406
C -3.887 1.098 -2.876
C -4.961 -1.279 1.089
H -5.232 1.749 1.323
H -4.383 2.037 -0.110
H -3.579 1.307 1.281
H -6.958 -0.850 -0.226
H -6.874 0.597 0.709
H -6.356 1.871 -1.322
H -7.888 1.078 -1.661
H -6.331 0.626 -3.588
H -6.784 -0.742 -2.761
H -4.876 -1.226 -4.347
H -3.300 -1.291 -3.740
H -4.575 -2.290 -2.943
H -4.058 1.898 -2.156
H -2.851 0.761 -2.915
H -4.196 1.489 -3.846
H -5.362 -2.160 0.588
H -5.571 -1.180 1.986
H -3.935 -1.388 1.443
H -2.933 -1.722 -0.649
C -2.488 -4.358 0.375
C -3.571 -5.338 -0.365
C -4.293 -4.508 -1.504
C -5.155 -5.434 -2.370
C -4.215 -6.392 -3.069
C -3.322 -7.268 -2.099
N -2.834 -6.426 -0.982
O -2.131 -7.115 -0.054
C -4.225 -8.454 -1.522
C -1.987 -7.793 -2.739
C -4.529 -5.820 0.735
H -1.990 -4.840 1.217
H -3.018 -3.496 0.782
H -1.739 -3.920 -0.284
H -4.924 -3.708 -1.116
H -3.578 -3.942 -2.103
H -5.777 -4.965 -3.133
H -5.858 -5.930 -1.701
H -3.600 -5.933 -3.843
H -4.817 -7.096 -3.643
H -4.587 -9.024 -2.379
H -3.612 -9.110 -0.903
H -5.076 -8.177 -0.900
H -2.296 -8.321 -3.641
H -1.386 -6.968 -3.121
H -1.259 -8.433 -2.241
H -5.459 -6.274 0.394
H -4.782 -4.939 1.325
H -4.082 -6.486 1.473
H -1.218 -6.962 -0.308
C 3.360 0.645 2.976
C 4.590 0.735 1.993
C 5.184 2.144 2.373
C 6.123 2.173 3.520
C 7.208 1.123 3.279
C 6.653 -0.367 3.168
N 5.592 -0.365 2.128
O 5.127 -1.745 1.794
C 7.880 -1.134 2.661
C 6.218 -0.859 4.554
C 4.196 0.750 0.575
H 3.667 0.806 4.009
H 2.826 -0.272 2.726
H 2.565 1.357 2.759
H 5.715 2.538 1.506
H 4.350 2.831 2.516
H 5.572 1.917 4.426
H 6.608 3.146 3.451
H 7.902 1.179 4.117
H 7.883 1.456 2.490
H 8.169 -0.947 1.627
H 8.799 -0.851 3.173
H 7.821 -2.222 2.695
H 7.074 -1.248 5.105
H 5.667 -0.127 5.145
H 5.585 -1.722 4.345
H 3.644 -0.130 0.246
H 5.062 0.785 -0.086
H 3.581 1.588 0.248
H 5.271 -1.683 0.847
C -4.712 5.594 5.872
C -3.159 5.300 5.616
C -2.522 4.901 7.001
C -2.663 3.437 7.478
C -2.175 2.553 6.353
C -2.911 2.702 4.997
N -2.923 4.155 4.674
O -3.496 4.395 3.440
C -2.124 1.948 3.896
C -4.308 2.101 5.233
C -2.488 6.616 5.222
H -5.229 5.579 4.913
H -4.945 6.507 6.419
H -5.202 4.818 6.460
H -1.466 5.150 6.906
H -2.979 5.594 7.707
H -3.660 3.170 7.828
H -2.079 3.310 8.390
H -2.163 1.501 6.636
H -1.120 2.777 6.194
H -2.468 1.871 2.864
H -1.104 2.321 3.809
H -1.976 0.923 4.235
H -4.944 2.103 4.347
H -4.371 1.086 5.624
H -4.857 2.726 5.937
H -3.045 7.018 4.375
H -1.488 6.517 4.799
H -2.429 7.397 5.980
H -2.710 4.556 2.913
C 1.153 4.330 1.812
C 0.243 5.356 1.101
C 1.036 6.317 0.203
C 0.103 7.271 -0.549
C -0.927 6.474 -1.385
C -1.686 5.432 -0.661
N -0.804 4.706 0.273
O -1.321 3.536 0.915
C -2.896 5.899 0.119
C -2.099 4.373 -1.717
C -0.392 6.162 2.243
H 1.582 3.617 1.107
H 0.679 3.793 2.633
H 2.079 4.720 2.234
H 1.720 6.785 0.911
H 1.756 5.854 -0.472
H 0.682 7.925 -1.201
H -0.426 7.906 0.162
H -0.443 6.159 -2.309
H -1.621 7.271 -1.651
H -2.800 6.831 0.676
H -3.515 6.186 -0.731
H -3.433 5.148 0.699
H -2.786 3.603 -1.368
H -2.640 4.719 -2.598
H -1.187 3.857 -2.018
H -0.155 7.222 2.153
H -0.180 5.930 3.286
H -1.473 6.029 2.272
H -0.873 2.796 0.497

As for the gap between HOMO and LUMO: 8.038 eV. For the LUMO energy, the calculation gives 0.35 eV. The HOMO energy is -7.689 eV.

--- two ---
Below is a 13-piece molecular cluster, C69H159N5O13 overall, with properties calculated with ωB97M-V with the def2-TZVPD basis set.

Atoms and positions in Å:
C -1.573 -0.848 -6.550
C -1.640 -2.218 -5.775
C -3.028 -2.737 -5.573
O -0.844 -3.241 -6.338
H -1.667 -0.008 -5.876
H -2.410 -0.818 -7.241
H -0.631 -0.760 -7.087
H -1.252 -2.109 -4.770
H -3.001 -3.682 -5.059
H -3.462 -2.932 -6.579
H -3.676 -2.004 -5.062
H -1.318 -3.647 -7.070
C -0.223 -3.479 1.474
C -0.009 -4.621 2.461
C -1.300 -5.050 3.149
O 0.655 -5.678 1.752
H -0.543 -2.627 2.098
H -1.070 -3.821 0.809
H 0.593 -3.246 0.822
H 0.674 -4.131 3.245
H -1.117 -5.823 3.892
H -1.953 -5.498 2.403
H -1.889 -4.206 3.512
H 0.635 -6.442 2.346
C 1.879 6.338 -0.086
C 2.820 5.097 -0.042
C 2.050 3.837 0.433
O 3.338 5.028 -1.311
H 2.070 6.990 -0.925
H 1.731 6.937 0.816
H 0.806 6.025 -0.260
H 3.626 5.304 0.668
H 1.497 3.895 1.396
H 2.815 2.999 0.491
H 1.375 3.560 -0.373
H 3.974 4.282 -1.277
C -0.997 -5.030 -1.416
C 0.343 -5.150 -2.046
C 0.343 -4.660 -3.508
O 1.229 -4.290 -1.269
H -1.344 -4.018 -1.258
H -1.009 -5.617 -0.501
H -1.758 -5.551 -2.068
H 0.702 -6.256 -1.981
H 0.009 -3.617 -3.500
H -0.379 -5.184 -4.168
H 1.378 -4.626 -3.975
H 1.383 -4.782 -0.455
C -4.110 3.071 -5.050
C -3.846 2.586 -6.513
C -5.146 2.342 -7.170
O -3.058 3.662 -7.083
H -4.374 2.204 -4.512
H -4.922 3.716 -5.031
H -3.235 3.494 -4.500
H -3.290 1.659 -6.461
H -5.228 2.055 -8.231
H -5.889 3.139 -6.943
H -5.568 1.488 -6.639
H -2.903 3.465 -8.002
C 6.351 0.346 -0.381
C 5.288 1.430 0.035
C 5.890 2.479 0.950
O 4.767 2.161 -1.072
H 5.915 -0.343 -1.060
H 6.575 -0.229 0.469
H 7.207 0.802 -0.899
H 4.459 0.905 0.544
H 6.575 2.022 1.704
H 5.203 3.116 1.548
H 6.475 3.172 0.350
H 4.097 1.601 -1.546
C 2.183 -0.658 -9.233
C 2.418 0.181 -8.028
C 3.548 -0.360 -7.157
O 2.681 1.419 -8.670
H 1.686 -1.556 -8.993
H 3.113 -0.946 -9.717
H 1.627 -0.059 -9.979
H 1.506 0.100 -7.428
H 3.527 -1.496 -7.092
H 3.570 0.017 -6.105
H 4.558 -0.217 -7.648
H 3.130 2.062 -8.066
C 5.105 -1.916 -3.478
C 4.299 -2.902 -2.601
C 5.039 -3.433 -1.387
O 3.095 -2.296 -2.285
H 6.063 -2.337 -3.643
H 5.162 -0.939 -3.016
H 4.579 -1.820 -4.418
H 4.102 -3.845 -3.210
H 5.451 -2.662 -0.704
H 5.722 -4.209 -1.696
H 4.313 -3.935 -0.716
H 2.453 -2.856 -1.840
C 1.019 0.017 -4.215
C 1.315 1.282 -3.320
C 0.228 2.334 -3.393
C -0.971 2.009 -2.506
C -0.534 1.514 -1.131
C 0.490 0.433 -1.189
N 1.623 0.995 -1.933
O 2.840 0.336 -1.718
C 1.004 0.289 0.291
C -0.067 -0.905 -1.582
C 2.663 1.839 -3.954
H 1.289 0.223 -5.247
H -0.064 -0.238 -4.206
H 1.668 -0.795 -3.934
H 0.659 3.281 -3.075
H -0.141 2.450 -4.425
H -1.638 1.405 -3.054
H -1.531 2.940 -2.437
H -1.398 1.147 -0.554
H -0.228 2.398 -0.623
H 1.569 1.163 0.552
H 0.098 0.310 0.896
H 1.670 -0.537 0.541
H -0.836 -0.811 -2.329
H 0.685 -1.599 -1.979
H -0.525 -1.395 -0.706
H 2.556 2.217 -4.936
H 3.387 1.022 -4.028
H 3.175 2.666 -3.318
H 2.855 -0.586 -1.935
C -1.390 0.893 3.828
C -0.333 1.111 4.834
C -0.761 1.994 6.061
C -1.858 1.312 6.889
C -1.332 -0.013 7.379
C -0.841 -0.973 6.288
N 0.151 -0.189 5.461
O 0.709 -1.030 4.501
C -0.056 -2.102 6.987
C -2.057 -1.540 5.511
C 0.886 1.737 4.145
H -0.998 0.271 2.980
H -1.590 1.869 3.293
H -2.323 0.466 4.149
H 0.050 2.126 6.793
H -1.028 3.008 5.672
H -2.695 1.140 6.283
H -2.096 1.957 7.766
H -2.182 -0.417 7.965
H -0.537 0.175 8.060
H -0.708 -2.748 7.618
H 0.528 -2.662 6.277
H 0.592 -1.635 7.741
H -1.707 -1.707 4.486
H -2.477 -2.443 5.914
H -2.822 -0.738 5.471
H 1.451 1.020 3.550
H 1.584 2.126 4.900
H 0.559 2.591 3.544
H 1.618 -1.191 4.762
C -8.009 0.036 0.262
C -6.526 -0.106 -0.107
C -5.690 -0.034 1.201
C -4.297 -0.504 1.040
C -4.234 -1.945 0.508
C -4.957 -2.071 -0.797
N -6.324 -1.481 -0.626
O -6.969 -1.566 -1.874
C -4.144 -1.443 -1.978
C -5.179 -3.572 -1.124
C -6.128 0.989 -1.199
H -8.246 -0.738 1.096
H -8.561 -0.251 -0.604
H -8.293 1.037 0.501
H -5.790 0.995 1.499
H -6.183 -0.695 1.970
H -3.848 -0.459 2.027
H -3.654 0.184 0.484
H -4.587 -2.653 1.284
H -3.210 -2.151 0.290
H -3.763 -0.432 -1.800
H -3.319 -2.030 -2.306
H -4.793 -1.252 -2.855
H -5.983 -3.780 -1.845
H -4.276 -4.036 -1.549
H -5.459 -4.065 -0.181
H -6.692 0.759 -2.113
H -5.046 0.954 -1.401
H -6.274 2.017 -0.850
H -7.803 -2.058 -1.773
C 4.856 -5.084 5.615
C 5.362 -3.634 5.444
C 6.794 -3.548 4.851
C 6.864 -3.958 3.404
C 5.914 -3.165 2.579
C 4.462 -3.232 3.028
N 4.516 -2.872 4.501
O 3.147 -2.822 4.951
C 3.856 -1.971 2.300
C 3.764 -4.553 2.594
C 5.488 -2.863 6.789
H 4.903 -5.631 4.650
H 3.860 -5.070 6.074
H 5.500 -5.615 6.308
H 7.079 -2.503 4.930
H 7.484 -4.163 5.497
H 6.649 -5.016 3.421
H 7.896 -3.770 3.093
H 5.986 -3.455 1.482
H 6.210 -2.141 2.675
H 4.197 -1.007 2.767
H 4.049 -2.018 1.221
H 2.707 -1.961 2.328
H 3.385 -4.413 1.592
H 4.495 -5.343 2.626
H 2.866 -4.828 3.213
H 6.040 -1.956 6.667
H 6.023 -3.505 7.457
H 4.435 -2.746 7.129
H 2.782 -3.752 4.905
C -3.673 6.883 3.887
C -2.945 6.892 2.472
C -1.471 6.625 2.596
C -1.142 5.185 2.768
C -1.708 4.397 1.628
C -3.229 4.551 1.444
N -3.562 5.991 1.491
O -4.959 6.139 1.498
C -3.663 3.951 0.097
C -3.839 3.699 2.636
C -3.021 8.340 1.938
H -3.351 7.738 4.375
H -3.453 5.997 4.432
H -4.754 6.959 3.722
H -0.987 7.041 1.688
H -1.181 7.289 3.420
H -1.444 4.921 3.778
H -0.055 5.014 2.778
H -1.517 3.332 1.850
H -1.105 4.543 0.715
H -3.168 4.292 -0.799
H -3.508 2.868 0.170
H -4.752 4.028 0.068
H -4.935 3.810 2.621
H -3.589 2.611 2.414
H -3.470 3.903 3.652
H -2.467 8.318 1.000
H -2.444 8.976 2.581
H -4.041 8.673 1.724
H -5.085 6.603 0.655

As for the gap between HOMO and LUMO: 8.515 eV. For the LUMO energy, the calculation gives 0.23 eV. The HOMO energy is -8.280 eV.

Which one is the least stable? From the structures above, one.